C38H30GeN2O6PTi | the ωB97M-V functional and the def2-TZVPD basis

The LUMO energy (alpha / beta) comes out at -3.8 / -3.8 eV. The energy above the lowest of the compared OMol25 structures with the same formula, charge and spin is 0.131 eV. The total charge is +1. The value obtained for the largest force on an atom is 0.0087 hartree/bohr. The value obtained for the frontier orbital gap (alpha / beta) is 6.70 / 6.70 eV.

Last column: Mulliken charge in e.
Element x y z (Å)
Ti: 0.42096 -0.09107 0.19022  -0.347
O: -3.58232 1.74911 4.42038  -0.530
C: -2.75871 1.37622 3.43971  0.658
C: -2.36766 2.24180 2.40760  -0.563
C: -1.49648 1.74397 1.46653  -0.050
N: -1.04449 0.49855 1.52046  0.750
C: -1.41386 -0.33350 2.49363  0.720
C: -2.28159 0.05608 3.48024  -0.867
C: -0.74001 -1.67716 2.32147  0.306
O: -0.98728 -2.64206 2.98185  -0.627
O: 0.12773 -1.60747 1.31188  -0.407
C: -0.89757 2.47113 0.28186  0.203
O: -1.18594 3.58280 -0.04477  -0.645
O: -0.01021 1.67271 -0.32882  -0.688
H: -3.85887 2.66895 4.32216  0.329
H: -2.71220 3.26530 2.34195  0.538
H: -2.57006 -0.61816 4.27334  0.647
O: 2.97525 0.42886 -1.04548  -0.460
N: 1.94843 -0.41119 -1.44821  0.202
C: 2.09617 -0.93650 -2.60608  -0.050
C: 1.22952 -1.85124 -3.36316  0.579
C: 1.82621 -2.35635 -4.52322  -1.147
C: 1.14577 -3.23003 -5.35269  -0.793
C: -0.15273 -3.59888 -5.03863  -0.745
C: -0.75996 -3.09086 -3.90018  -0.348
C: -0.08571 -2.22275 -3.05007  0.442
P: -0.96083 -1.54476 -1.60627  1.800
C: -2.35871 -0.64632 -2.34042  0.779
C: -3.56393 -1.27174 -2.65669  -0.163
C: -4.57575 -0.55399 -3.27172  -0.827
C: -4.39440 0.78897 -3.57489  -0.576
C: -3.19797 1.41733 -3.26371  -0.795
C: -2.18198 0.70260 -2.64591  -0.648
C: -1.68070 -2.97446 -0.76590  0.521
C: -2.81176 -2.77275 0.02639  -0.445
C: -3.31688 -3.80849 0.79318  -0.880
C: -2.68975 -5.04646 0.78571  -0.647
C: -1.55804 -5.24663 0.01077  -0.761
C: -1.05080 -4.21436 -0.76375  -0.857
H: 3.48117 0.72558 -1.82174  0.314
H: 3.02565 -0.69566 -3.12518  0.347
H: 2.83788 -2.06217 -4.77150  0.394
H: 1.62616 -3.61586 -6.24066  0.429
H: -0.69647 -4.27668 -5.68216  0.449
H: -1.77630 -3.37811 -3.66540  0.375
H: -3.72231 -2.31442 -2.40688  0.403
H: -5.51043 -1.04285 -3.51134  0.448
H: -5.18990 1.34690 -4.05022  0.416
H: -3.05355 2.46403 -3.49496  0.469
H: -1.24972 1.19954 -2.40753  0.294
H: -3.30544 -1.80579 0.03551  0.574
H: -4.19595 -3.64848 1.40245  0.447
H: -3.08116 -5.85345 1.38952  0.426
H: -1.06316 -6.20836 0.01051  0.450
H: -0.16140 -4.37896 -1.35891  0.438
Ge: 2.41324 0.42487 1.82883  1.477
C: 1.51225 0.53799 3.56045  -0.239
C: 1.01324 1.75237 4.03401  0.073
C: 0.32696 1.81365 5.23764  -0.738
C: 0.12595 0.65821 5.98125  -0.558
C: 0.62247 -0.55410 5.52457  -0.627
C: 1.31322 -0.61242 4.32198  -0.174
C: 3.39386 2.06448 1.46091  -0.092
C: 4.78395 2.05961 1.56988  -0.739
C: 5.51692 3.21176 1.32543  -0.662
C: 4.86796 4.38513 0.96950  -0.452
C: 3.48586 4.40302 0.85652  -0.853
C: 2.75632 3.24870 1.09797  0.430
H: 3.39586 -0.75762 1.86340  -0.206
H: 1.18232 2.66324 3.47065  0.461
H: -0.03981 2.76415 5.60503  0.493
H: -0.40577 0.70756 6.92275  0.433
H: 0.47356 -1.45594 6.10312  0.428
H: 1.69560 -1.56541 3.97441  0.363
H: 5.30235 1.15082 1.85370  0.383
H: 6.59507 3.19500 1.41771  0.417
H: 5.43823 5.28514 0.78259  0.397
H: 2.97518 5.31539 0.57747  0.439
H: 1.67774 3.28094 0.98557  0.264

---

C38H30IrN10O4S4Se | the ωB97M-V functional and the def2-TZVPD basis

The LUMO energy (alpha / beta) comes out at -0.9 / -2.4 eV. The energy above the lowest of the compared OMol25 structures with the same formula, charge and spin is 0.632 eV. The total charge is 0. The value obtained for the largest force on an atom is 0.0044 hartree/bohr. The value obtained for the frontier orbital gap (alpha / beta) is 6.89 / 5.32 eV. Its spin multiplicity is 2. Its expectation value of S² is 0.78.

Last column: Mulliken charge in e.
Element x y z (Å)
Ir: 0.48825 0.47935 2.84932  2.009
C: -0.91417 1.53824 7.67846  -0.892
N: -0.10576 2.36412 6.79858  0.201
C: 0.20930 3.69268 6.99852  -0.629
C: 0.89569 4.10388 5.92893  -0.358
N: 1.02261 3.01498 5.05691  0.465
C: 0.38916 1.94354 5.62461  0.173
S: 0.23158 0.32274 5.14247  -0.625
C: 1.78586 3.08309 3.85988  1.145
C: 2.41722 4.27738 3.54049  -1.059
C: 3.33225 4.30431 2.50663  -0.714
C: 3.62095 3.13483 1.83084  -1.200
C: 2.88607 2.01314 2.14523  0.262
N: 1.94798 1.98831 3.10610  0.224
H: -1.20917 2.14144 8.53204  0.333
H: -0.34287 0.67620 8.01787  0.343
H: -1.79826 1.19717 7.14193  0.358
H: -0.11802 4.23196 7.86796  0.447
H: 1.28181 5.07740 5.71498  0.356
H: 2.20178 5.18069 4.08268  0.371
H: 3.82384 5.23321 2.25125  0.442
H: 4.36221 3.08871 1.04656  0.521
H: 2.99708 1.09425 1.59592  0.172
S: 2.15077 -1.20626 2.96661  -0.448
C: 2.60505 -1.58545 1.31083  0.466
C: 3.84920 -1.15649 0.84904  -0.961
C: 4.24035 -1.33011 -0.47050  0.367
C: 5.51025 -0.81444 -0.89752  -0.207
N: 6.53291 -0.40246 -1.22131  -0.519
C: 3.37267 -1.95687 -1.38309  0.787
C: 2.15802 -2.43612 -0.93608  -0.742
C: 1.77859 -2.31672 0.41488  0.599
S: 0.39582 -3.17770 0.91839  -0.028
C: 3.71190 -2.07994 -2.77277  -0.320
N: 3.95184 -2.17185 -3.89266  -0.545
H: 4.51797 -0.65636 1.53741  0.640
H: 1.46882 -2.91242 -1.62162  0.562
N: -7.51731 -3.65352 -2.67073  -0.526
C: -6.69233 -3.37018 -1.92324  0.000
C: -5.66879 -3.01093 -0.97735  0.263
C: -5.94388 -3.08386 0.38678  -0.700
C: -4.97181 -2.73013 1.30393  -0.715
C: -3.72654 -2.32458 0.84662  0.223
C: -3.43726 -2.26616 -0.50891  0.189
C: -4.41778 -2.59657 -1.42746  -0.778
N: -2.71883 -1.95811 1.78290  0.385
C: -2.36214 -2.62339 2.93872  -0.412
C: -1.29298 -1.96054 3.44141  -0.607
N: -1.00221 -0.90039 2.61058  -0.976
C: -1.87941 -0.91988 1.62691  -0.818
H: -6.92172 -3.40130 0.72107  0.463
H: -5.18181 -2.75016 2.36503  0.520
H: -2.44706 -1.98919 -0.84910  0.448
H: -4.19917 -2.53209 -2.48378  0.604
H: -2.86286 -3.51833 3.26042  0.526
H: -0.69006 -2.19930 4.29869  0.624
H: -1.91935 -0.18746 0.83246  1.139
C: 1.05952 -0.37122 -9.16648  -1.434
C: 0.51779 -0.51606 -7.77156  1.025
C: -0.57861 0.23641 -7.35000  -0.919
C: -1.09209 0.09337 -6.07419  -0.611
C: -0.50388 -0.81993 -5.20925  -0.269
C: 0.58496 -1.58078 -5.60333  -0.122
C: 1.09220 -1.41958 -6.88341  -0.829
S: -1.14205 -0.98579 -3.57886  1.649
O: -2.57970 -0.96501 -3.59992  -0.742
O: -0.47751 -2.11062 -2.96571  -0.647
N: -0.68256 0.42286 -2.88433  -0.207
C: 0.72970 0.52532 -2.49938  -0.223
C: 0.90887 1.57053 -1.40287  -1.238
C: 0.14403 1.15351 -0.15527  0.389
O: -1.08552 1.18110 -0.17841  -0.892
O: 0.88879 0.76898 0.82375  -0.480
H: 0.73794 0.56456 -9.62161  0.365
H: 0.70825 -1.18836 -9.79981  0.294
H: 2.14899 -0.39997 -9.16885  0.365
H: -1.03247 0.94489 -8.03219  0.336
H: -1.94177 0.67731 -5.74548  0.441
H: 1.02880 -2.28476 -4.91342  0.497
H: 1.95130 -2.00320 -7.19078  0.400
H: -1.31341 0.66108 -2.11553  0.424
H: 1.32132 0.79066 -3.37784  0.441
H: 1.09308 -0.43590 -2.12854  0.150
H: 0.51675 2.53413 -1.73275  0.387
H: 1.97142 1.66996 -1.18488  0.358
Se: -2.37551 4.35701 3.79284  -0.223
C: -1.49264 2.93085 3.19408  0.026
N: -0.90225 1.99633 2.82923  -0.560

---

C38H31N3O3PPdS | the ωB97M-V functional and the def2-TZVPD basis

The LUMO energy (alpha / beta) comes out at -3.1 / -4.6 eV. The energy above the lowest of the compared OMol25 structures with the same formula, charge and spin is 0.000 eV. The total charge is +1. The value obtained for the largest force on an atom is 0.0085 hartree/bohr. The value obtained for the frontier orbital gap (alpha / beta) is 7.30 / 6.83 eV. Its spin multiplicity is 5. Its expectation value of S² is 6.06.

Last column: Mulliken charge in e.
Element x y z (Å)
Pd: 0.35692 -0.22587 0.02435  0.603
O: -1.24068 0.95850 -1.40207  -0.467
S: -2.17754 1.59000 -0.41238  1.953
O: -2.37792 2.99581 -0.59518  -0.788
O: -1.81561 1.15734 0.94531  -0.531
C: -3.64023 0.67350 -0.74805  -0.437
C: -4.80341 1.23574 -1.22115  -0.297
C: -5.86955 0.39889 -1.54424  -0.740
C: -5.73606 -0.97156 -1.41363  -0.827
C: -4.54630 -1.52476 -0.94607  -0.391
C: -3.49190 -0.69916 -0.58342  0.431
P: -1.93631 -1.40337 0.07880  0.202
C: -2.28743 -1.84855 1.79692  0.767
C: -3.53484 -2.32167 2.20316  -0.468
C: -3.75938 -2.64487 3.53108  -0.674
C: -2.74792 -2.48567 4.46880  -0.699
C: -1.51219 -1.99479 4.07740  -0.846
C: -1.28593 -1.67344 2.74794  -0.130
C: -1.84902 -2.92618 -0.91133  0.640
C: -1.29250 -2.81486 -2.18105  -0.819
C: -1.18892 -3.93083 -2.99554  -0.801
C: -1.63831 -5.16465 -2.54654  -0.597
C: -2.20267 -5.27970 -1.28306  -0.786
C: -2.30671 -4.16475 -0.46554  0.265
H: -4.86433 2.30802 -1.34111  0.592
H: -6.79427 0.82072 -1.91233  0.416
H: -6.55433 -1.62482 -1.68368  0.435
H: -4.45610 -2.60166 -0.88351  0.456
H: -4.34416 -2.42244 1.49240  0.404
H: -4.73001 -3.01071 3.83458  0.455
H: -2.92961 -2.73175 5.50584  0.411
H: -0.72724 -1.84640 4.80599  0.455
H: -0.31742 -1.26917 2.45658  0.378
H: -0.94765 -1.84724 -2.54106  0.383
H: -0.75966 -3.83612 -3.98331  0.457
H: -1.55470 -6.03448 -3.18320  0.424
H: -2.56368 -6.23803 -0.93433  0.454
H: -2.74099 -4.26635 0.52052  0.377
C: 4.86368 0.97815 -0.20561  -1.123
C: 3.50474 0.95808 0.13409  -0.437
N: 2.76516 -0.13190 0.10472  0.032
C: 3.35899 -1.29224 -0.24627  -0.154
C: 4.70144 -1.36983 -0.63525  1.278
C: 5.45726 -0.18395 -0.61744  -0.681
C: 5.27266 -2.63561 -0.99566  -0.900
C: 4.55180 -3.76905 -0.88053  -0.935
C: 3.20038 -3.73104 -0.39708  1.411
C: 2.47107 -4.90399 -0.13245  -0.844
C: 1.22457 -4.80136 0.42206  -1.369
C: 0.69182 -3.52360 0.63885  -0.315
N: 1.31521 -2.40464 0.32969  0.476
C: 2.58735 -2.50219 -0.12885  -0.567
H: 5.41084 1.90690 -0.14762  0.473
H: 3.00951 1.87334 0.42511  0.876
H: 6.49805 -0.20906 -0.91060  0.451
H: 6.29813 -2.65979 -1.33566  0.428
H: 4.98206 -4.73051 -1.12424  0.421
H: 2.91907 -5.86807 -0.33687  0.458
H: 0.63808 -5.66857 0.68499  0.506
H: -0.28279 -3.43328 1.09526  0.744
C: 0.28544 3.19138 2.67815  -1.391
C: 0.54069 3.90726 1.39408  1.176
C: 0.54379 5.28034 1.29596  -0.978
C: 0.76561 5.91476 0.07482  -0.794
C: 1.00835 5.17658 -1.08457  -1.009
C: 1.02288 3.80171 -1.05915  1.246
C: 1.26488 2.96853 -2.27595  -1.281
C: 0.76301 3.15807 0.19293  0.452
N: 0.70512 1.85733 0.23285  -0.317
H: 0.18519 3.90595 3.49261  0.461
H: 1.10306 2.50864 2.92401  0.264
H: -0.62432 2.59457 2.60662  0.201
H: 0.35986 5.87097 2.18366  0.427
H: 0.75124 6.99444 0.02698  0.435
H: 1.17588 5.68840 -2.02235  0.426
H: 1.37473 3.60134 -3.15406  0.450
H: 0.43425 2.27644 -2.43716  0.130
H: 2.17742 2.37353 -2.17114  0.214

---

Q: Number 2 is which compound?
A: C38H30IrN10O4S4Se